{"formula": "C3H5NO2", "method": "ωB97M-V/def2-TZVPD", "homo_energy_ev": -9.492, "fmax_ev_per_a": 1.140, "gap_ha": 0.3804, "energy_ev": -8773.732, "e_lumo_ev": 0.9, "de_lowest_kj_mol": 382.4, "elements": ["C", "C", "O", "O", "C", "N", "H", "H", "H", "H", "H"], "coordinates": [[-1.90, 0.28, -0.35], [-0.68, -0.60, -0.27], [-0.61, -1.77, -0.54], [0.42, 0.18, 0.14], [1.54, -0.47, 0.60], [2.58, 0.33, 0.81], [-2.15, 0.66, 0.64], [-1.70, 1.15, -0.99], [-2.74, -0.30, -0.75], [2.75, -0.76, 0.23], [2.48, 1.31, 0.48]], "mulliken_charge": [-0.973, 0.674, -0.452, -0.199, -0.222, -0.408, 0.286, 0.297, 0.310, 0.444, 0.244]}

***

{"formula": "C3H5NO2", "method": "ωB97M-V/def2-TZVPD", "homo_energy_ev": -8.737, "fmax_ev_per_a": 0.486, "gap_ha": 0.3518, "energy_ev": -8775.993, "e_lumo_ev": 0.8, "de_lowest_kj_mol": 164.2, "elements": ["O", "C", "C", "N", "C", "O", "H", "H", "H", "H", "H"], "coordinates": [[-0.88, -1.38, -1.36], [-1.41, -0.54, -0.45], [-0.72, 0.53, -0.02], [0.60, 0.67, -0.57], [1.54, 0.48, 0.26], [1.39, 0.19, 1.56], [-0.06, -0.93, -1.63], [-2.41, -0.82, -0.13], [-1.09, 1.27, 0.69], [2.59, 0.51, -0.03], [0.44, 0.01, 1.69]], "mulliken_charge": [-0.539, -0.244, -0.362, -0.653, 0.238, -0.481, 0.394, 0.380, 0.519, 0.374, 0.373]}

***

{"formula": "C3H5NO2", "method": "ωB97M-V/def2-TZVPD", "homo_energy_ev": -9.410, "fmax_ev_per_a": 0.440, "gap_ha": 0.3522, "energy_ev": -8772.651, "e_lumo_ev": 0.2, "de_lowest_kj_mol": 486.6, "elements": ["N", "C", "O", "C", "C", "O", "H", "H", "H", "H", "H"], "coordinates": [[0.65, 0.31, 2.33], [0.28, 0.25, 1.13], [1.17, 0.53, 0.10], [0.61, 0.30, -1.11], [-0.86, 0.19, -0.80], [-0.92, -0.05, 0.61], [-0.12, 0.10, 2.95], [0.81, -1.41, -1.18], [1.13, -0.75, -1.68], [-1.33, 1.15, -1.01], [-1.39, -0.60, -1.33]], "mulliken_charge": [-0.629, 0.659, -0.263, -0.125, -0.274, -0.373, 0.278, 0.041, 0.178, 0.250, 0.259]}

***

{"formula": "C3H5NO2", "method": "ωB97M-V/def2-TZVPD", "homo_energy_ev": -9.806, "fmax_ev_per_a": 0.690, "gap_ha": 0.3912, "energy_ev": -8776.549, "e_lumo_ev": 0.8, "de_lowest_kj_mol": 110.6, "elements": ["N", "C", "C", "O", "C", "O", "H", "H", "H", "H", "H"], "coordinates": [[-0.86, -1.33, 0.11], [0.19, -0.42, -0.28], [-0.22, 0.99, -0.75], [0.61, 1.59, 0.28], [0.94, 0.37, 0.80], [1.57, 0.13, 1.79], [-1.50, -0.88, 0.75], [-0.44, -2.11, 0.62], [0.87, -0.91, -0.98], [0.11, 1.30, -1.74], [-1.27, 1.25, -0.60]], "mulliken_charge": [-0.646, 0.047, -0.405, -0.331, 0.529, -0.553, 0.246, 0.262, 0.353, 0.234, 0.263]}